1:
Entry from the OMol25 dataset: a 5-piece molecular cluster, C2H15NO5 overall (ωB97M-V with the def2-TZVPD basis set).

Each atom is followed by the atoms it is bonded to, with distances in Å.
Cartesian coordinates (Å):
1 C -2.125 -2.066 0.163  N2 1.501, H5 1.091, H6 1.139, H7 1.085
2 N -0.919 -1.230 0.479  C1 1.501, C3 1.446, H8 1.095
3 C -1.065 0.180 0.191  N2 1.446, O4 1.354, H9 1.146, H10 1.158
4 O -0.884 0.510 -1.110  C3 1.354, H11 0.982
5 H -2.964 -1.883 0.837  C1 1.091
6 H -1.748 -3.094 0.475  C1 1.139
7 H -2.455 -2.067 -0.871  C1 1.085
8 H -0.068 -1.577 -0.117  N2 1.095
9 H -2.110 0.523 0.513  C3 1.146
10 H -0.277 0.734 0.832  C3 1.158
11 H 0.076 0.504 -1.319  O4 0.982
12 O 0.957 -1.905 3.014  H13 0.967, H14 1.021
13 H 0.281 -2.217 3.630  O12 0.967
14 H 0.469 -1.949 2.118  O12 1.021
15 O 2.830 2.174 0.746  H16 0.949, H17 0.994
16 H 2.065 1.841 1.198  O15 0.949
17 H 3.406 2.412 1.520  O15 0.994
18 O -0.168 2.523 -2.918  H19 0.881, H20 0.978
19 H -0.393 2.124 -2.165  O18 0.881
20 H -0.827 2.197 -3.562  O18 0.978
21 O 1.836 0.416 -1.422  H22 0.977, H23 0.954
22 H 2.289 1.222 -1.739  O21 0.977
23 H 1.797 0.628 -0.492  O21 0.954

Calculated values
**Gap between HOMO and LUMO**: 10.00 eV

Here are the natural (NBO) charges for atoms 1 to 2, given in e: atom 1 (C): -0.425, atom 2 (N): -0.680

---

2:
Entry from the OMol25 dataset: a 6-piece molecular cluster, C2H15NO5 overall (ωB97M-V with the def2-TZVPD basis set).

Each atom is followed by the atoms it is bonded to, with distances in Å.
Cartesian coordinates (Å):
1 C -1.084 2.309 1.501  C2 1.333, H4 1.109, H5 1.069
2 C -0.827 1.236 0.754  C1 1.333, N3 1.400, H6 1.090
3 N -1.221 1.161 -0.587  C2 1.400, H7 1.009, H8 1.015
4 H -1.689 3.064 0.956  C1 1.109
5 H -0.787 2.263 2.526  C1 1.069
6 H -0.371 0.292 1.052  C2 1.090
7 H -1.730 1.844 -1.129  N3 1.009
8 H -0.608 0.711 -1.260  N3 1.015
9 O 1.723 -1.838 1.473  H10 0.963, H11 0.976
10 H 1.141 -1.500 2.162  O9 0.963
11 H 2.184 -1.035 1.163  O9 0.976
12 O 2.451 0.718 0.313  H13 0.984, H14 0.962
13 H 2.189 0.374 -0.571  O12 0.984
14 H 1.748 1.304 0.608  O12 0.962
15 O 0.221 -2.287 -0.865  H16 0.977, H17 0.977
16 H 0.537 -2.370 0.055  O15 0.977
17 H -0.709 -2.004 -0.768  O15 0.977
18 O -2.381 -1.164 -0.647  H19 1.010, H20 0.966
19 H -2.087 -0.217 -0.458  O18 1.010
20 H -3.054 -1.469 -0.025  O18 0.966
21 O 1.318 -0.123 -2.028  H22 0.989, H23 0.961
22 H 0.997 -0.951 -1.592  O21 0.989
23 H 2.038 -0.317 -2.634  O21 0.961

Calculated values
**Gap between HOMO and LUMO**: 9.82 eV

Here are the natural (NBO) charges for atoms 1 to 2, given in e: atom 1 (C): -0.490, atom 2 (C): -0.021

---

Stability ranking, top and bottom: 2 is the most stable and 1 is the least stable.

---

1:
Entry from the OMol25 dataset: a 2-piece molecular cluster, C3H10OS2 overall (ωB97M-V with the def2-TZVPD basis set).

Each atom is followed by the atoms it is bonded to, with distances in Å.
Cartesian coordinates (Å):
1 C 0.587 -2.792 -1.661  C2 1.514, H4 1.091, H5 1.088, H6 1.090
2 C -0.787 -2.236 -1.354  C1 1.514, O3 1.431, H7 1.091, H8 1.094
3 O -0.920 -1.877 0.025  C2 1.431, H9 0.962
4 H 1.356 -2.079 -1.359  C1 1.091
5 H 0.721 -2.978 -2.725  C1 1.088
6 H 0.754 -3.720 -1.114  C1 1.090
7 H -0.984 -1.318 -1.909  C2 1.091
8 H -1.571 -2.954 -1.613  C2 1.094
9 H -0.694 -2.652 0.548  O3 0.962
10 C 1.761 0.657 0.273  S11 1.810, H13 1.086, H14 1.086, H15 1.086
11 S 0.714 1.722 1.295  C10 1.810, S12 2.064
12 S -1.104 1.575 0.328  S11 2.064, H16 1.342
13 H 2.777 0.828 0.616  C10 1.086
14 H 1.478 -0.382 0.417  C10 1.086
15 H 1.668 0.922 -0.776  C10 1.086
16 H -1.406 0.330 0.727  S12 1.342

Calculated values
**Gap between HOMO and LUMO**: 9.42 eV

Here are the natural (NBO) charges for atoms 1 to 2, given in e: atom 1 (C): -0.637, atom 2 (C): -0.064

---

2:
Entry from the OMol25 dataset: a 2-piece molecular cluster, C3H10OS2 overall (ωB97M-V with the def2-TZVPD basis set).

Each atom is followed by the atoms it is bonded to, with distances in Å.
Cartesian coordinates (Å):
1 C 1.668 0.204 2.239  C2 1.565, H4 1.105, H5 1.114, H6 1.081
2 C 2.153 -0.279 0.833  C1 1.565, O3 1.415, H7 1.104, H8 1.094
3 O 1.184 -1.052 0.151  C2 1.415, H9 0.958
4 H 1.193 1.156 1.941  C1 1.105
5 H 2.619 0.389 2.790  C1 1.114
6 H 0.938 -0.413 2.743  C1 1.081
7 H 2.481 0.532 0.160  C2 1.104
8 H 3.041 -0.882 1.043  C2 1.094
9 H 0.262 -0.893 0.359  O3 0.958
10 C -3.222 0.053 -1.802  S11 1.862, H13 1.085, H14 1.085, H15 1.081
11 S -1.660 -0.960 -1.754  C10 1.862, S12 2.055
12 S -0.280 0.493 -2.212  S11 2.055, H16 1.367
13 H -3.245 0.526 -2.778  C10 1.085
14 H -4.086 -0.599 -1.737  C10 1.085
15 H -3.014 0.780 -1.029  C10 1.081
16 H -0.034 0.948 -0.947  S12 1.367

Calculated values
**Gap between HOMO and LUMO**: 9.80 eV

Here are the natural (NBO) charges for atoms 1 to 2, given in e: atom 1 (C): -0.646, atom 2 (C): -0.048

---

3:
Entry from the OMol25 dataset: a 2-piece molecular cluster, C3H10OS2 overall (ωB97M-V with the def2-TZVPD basis set).

Each atom is followed by the atoms it is bonded to, with distances in Å.
Cartesian coordinates (Å):
1 C -1.599 3.629 -0.365  C2 1.621, H4 1.108, H5 1.104, H6 1.079
2 C -1.463 3.063 1.148  C1 1.621, O3 1.395, H7 1.095, H8 1.070
3 O -1.095 1.723 1.279  C2 1.395, H9 0.947
4 H -0.801 3.418 -1.105  C1 1.108
5 H -1.559 4.729 -0.284  C1 1.104
6 H -2.416 3.254 -0.963  C1 1.079
7 H -0.640 3.630 1.594  C2 1.095
8 H -2.318 3.340 1.727  C2 1.070
9 H -1.767 1.145 0.947  O3 0.947
10 C 1.248 -0.482 0.875  S11 1.836, H13 1.089, H14 1.112, H15 1.095
11 S 0.454 -2.017 0.255  C10 1.836, S12 2.050
12 S 1.102 -2.152 -1.685  S11 2.050, H16 1.368
13 H 2.304 -0.738 0.804  C10 1.089
14 H 0.991 0.343 0.176  C10 1.112
15 H 0.774 -0.362 1.855  C10 1.095
16 H 0.187 -3.103 -2.047  S12 1.368

Calculated values
**Gap between HOMO and LUMO**: 8.62 eV

Here are the natural (NBO) charges for atoms 1 to 2, given in e: atom 1 (C): -0.660, atom 2 (C): -0.051

---

Stability ranking, top and bottom: 1 is the most stable and 3 is the least stable.

---

1:
Entry from the OMol25 dataset: a 2-piece molecular cluster, C3H10N2S overall (ωB97M-V with the def2-TZVPD basis set).

Each atom is followed by the atoms it is bonded to, with distances in Å.
Cartesian coordinates (Å):
1 N 2.584 -0.716 -1.326  C2 1.432, H5 1.019, H6 1.047
2 C 1.209 -1.114 -1.307  N1 1.432, C3 1.354, H7 1.105
3 C 0.199 -0.296 -1.685  C2 1.354, N4 1.430, H8 1.077
4 N -1.187 -0.643 -1.721  C3 1.430, H9 1.034, H10 1.021
5 H 3.039 -1.007 -2.189  N1 1.019
6 H 3.122 -1.205 -0.573  N1 1.047
7 H 1.050 -2.170 -1.022  C2 1.105
8 H 0.370 0.734 -1.952  C3 1.077
9 H -1.682 -0.075 -2.430  N4 1.034
10 H -1.619 -0.428 -0.821  N4 1.021
11 C -1.238 1.600 2.718  S12 1.829, H13 1.105, H14 1.113, H15 1.081
12 S -1.599 0.305 1.478  C11 1.829, H16 1.345
13 H -1.296 2.584 2.218  C11 1.105
14 H -1.976 1.567 3.551  C11 1.113
15 H -0.243 1.483 3.123  C11 1.081
16 H -0.734 -0.617 1.938  S12 1.345

Calculated values
**Gap between HOMO and LUMO**: 9.22 eV

Here are the natural (NBO) charges for atoms 1 to 2, given in e: atom 1 (N): -0.850, atom 2 (C): -0.069

---

2:
Entry from the OMol25 dataset: a 2-piece molecular cluster, C3H10N2S overall (ωB97M-V with the def2-TZVPD basis set).

Each atom is followed by the atoms it is bonded to, with distances in Å.
Cartesian coordinates (Å):
1 C -1.483 -1.207 1.037  C3 1.544, H7 1.059, H8 1.175, H9 1.078
2 C -0.264 1.920 -0.077  N5 1.384, H10 1.097, H11 1.154, H12 1.057
3 C -0.670 -0.427 -0.019  C1 1.544, N5 1.429, H13 1.163, H14 1.138
4 N 2.323 -0.675 -1.026  S6 1.699, H15 1.066, H16 1.022
5 N -0.021 0.711 0.550  C2 1.384, C3 1.429
6 S 2.314 0.265 0.390  N4 1.699
7 H -0.915 -1.810 1.698  C1 1.059
8 H -2.235 -0.486 1.578  C1 1.175
9 H -2.189 -1.914 0.634  C1 1.078
10 H -1.131 2.345 0.444  C2 1.097
11 H 0.699 2.551 0.003  C2 1.154
12 H -0.650 1.890 -1.060  C2 1.057
13 H 0.093 -1.167 -0.491  C3 1.163
14 H -1.397 -0.104 -0.834  C3 1.138
15 H 2.690 -0.349 -1.972  N4 1.066
16 H 2.836 -1.542 -0.854  N4 1.022

Calculated values
**Gap between HOMO and LUMO (alpha / beta)**: 7.71 / 7.76 eV

Here are the natural (NBO) charges for atoms 1 to 2, given in e: atom 1 (C): -0.605, atom 2 (C): -0.451

---

Stability ranking, top and bottom: 1 is the most stable and 2 is the least stable.